Record 1
A structure of composition C22H52Br2NO11P3Si2 in a non-equilibrium geometry, computed with ωB97M-V with the def2-TZVPD basis set.

```
93
Properties=species:S:1:pos:R:3
C -3.80205 -0.47398 2.10524
C -3.25206 0.05164 0.99936
Si -4.02222 -0.23837 -0.67593
C -5.85539 0.21826 -0.71659
C -6.34510 1.11616 0.39961
O -5.64313 1.88376 0.98109
N -7.73759 1.05865 0.75082
C -7.94477 0.03965 1.78870
C -8.60018 0.75576 -0.38899
C -3.90089 -2.09237 -1.02460
C -3.38606 -2.45418 -2.44415
C -2.01207 -3.15898 -2.32076
C -4.39020 -3.38621 -3.17751
O -3.10175 0.55865 -1.82894
Si -3.04962 2.20742 -1.83651
Br -3.53893 2.85480 -3.90712
P -0.86001 2.75574 -1.58240
O -0.07813 1.34215 -1.31447
Br -0.79209 3.93457 0.31958
H -4.17830 -1.49490 2.06676
H -3.84709 0.08836 3.03192
H -2.36065 0.67294 1.12106
H -6.40835 -0.72362 -0.65806
H -6.16210 0.67762 -1.66190
H -7.07489 -0.01594 2.44138
H -8.11839 -0.95438 1.35353
H -8.82351 0.29305 2.38191
H -9.63337 0.88733 -0.06393
H -8.42731 1.42425 -1.23030
H -8.51240 -0.28295 -0.73571
H -4.91333 -2.49621 -0.92183
H -3.31637 -2.56273 -0.23475
H -3.24960 -1.58640 -3.08866
H -1.89344 -3.93295 -3.07933
H -1.20031 -2.43869 -2.43747
H -1.89527 -3.65254 -1.35563
H -5.06207 -2.75835 -3.76665
H -4.97742 -3.95737 -2.46042
H -3.85469 -4.03856 -3.86400
H -3.95354 2.83646 -0.86285
H -0.63488 0.74400 -0.79267
O 5.06500 3.74291 3.90081
P 3.91075 3.18675 4.62183
O 4.08505 1.60207 4.78507
C 5.17720 1.08750 5.55726
C 4.91247 1.17700 7.04855
O 2.70488 3.22691 3.52900
C 2.76929 4.07479 2.37937
C 3.11664 3.26723 1.15012
O 2.94317 3.43149 5.86588
C 2.20598 4.67505 5.94649
C 0.74049 4.41721 5.67677
H 6.09853 1.61283 5.29266
H 5.29418 0.04592 5.26194
H 4.88395 2.21615 7.38096
H 5.69480 0.66140 7.60638
H 3.94826 0.73165 7.29273
H 3.47593 4.89006 2.53244
H 1.78047 4.52496 2.25551
H 4.05275 2.72416 1.28138
H 3.20940 3.91227 0.27485
H 2.33986 2.52584 0.95386
H 2.61224 5.41671 5.25561
H 2.33750 5.05568 6.95894
H 0.56017 4.24117 4.61781
H 0.14114 5.27376 5.98687
H 0.40609 3.52890 6.21231
O 5.59620 -1.85554 -2.50043
P 4.25685 -2.16665 -3.02053
O 3.38309 -2.87941 -1.88365
C 3.05786 -2.15657 -0.68824
C 1.91972 -1.18011 -0.91436
O 4.50840 -3.43232 -4.01809
C 5.80822 -3.71980 -4.53565
C 6.43221 -4.88167 -3.79447
O 3.05428 -1.57717 -3.88446
C 3.31018 -1.12654 -5.23583
C 2.69330 -2.09414 -6.22060
H 3.94444 -1.64079 -0.31077
H 2.77050 -2.90332 0.05058
H 2.21883 -0.37148 -1.58199
H 1.60012 -0.73917 0.03109
H 1.07155 -1.68573 -1.37842
H 6.44978 -2.84005 -4.49346
H 5.67860 -3.97708 -5.59053
H 6.47517 -4.68124 -2.72418
H 7.44305 -5.07537 -4.15660
H 5.83414 -5.78365 -3.93196
H 4.38112 -1.00761 -5.41306
H 2.84531 -0.14625 -5.33550
H 3.27599 -3.01090 -6.28933
H 2.64472 -1.64561 -7.21334
H 1.68972 -2.37372 -5.90047
```

Values from the calculation:
Multiplicity = 1
Calculated total energy = -8503.20816 Ha
ΔE to the lowest compared entry with this formula, charge and spin = 0.000 eV
Orbital gap = 0.332 hartree
E_LUMO = 0.24 eV



Record 2
A cluster of 3 separate species, C22H52BrN4O2 in total in a non-equilibrium geometry, computed with ωB97M-V with the def2-TZVPD basis set.

```
81
Properties=species:S:1:pos:R:3
C 1.96946 4.17357 -0.80406
C 0.77914 4.02726 -1.82741
C -0.32660 5.12813 -1.61967
C -1.76450 4.50482 -1.47065
C -2.09908 4.50176 0.05326
C -3.33564 3.64364 0.45234
C -3.00359 2.15116 0.74499
C -1.69469 1.94331 1.54949
N -1.80261 0.95813 2.63247
C -0.52296 0.65413 3.27262
Br -0.26940 -1.30840 3.52489
C 0.74860 1.32192 2.64842
N 0.71624 1.54156 1.16443
C -0.62317 1.37986 0.53229
C -0.90264 -0.04725 0.02822
C 0.12487 -0.41260 -1.12022
C 1.33991 -1.26494 -0.55631
H 1.59226 4.51834 0.18008
H 2.43718 3.17550 -0.67830
H 2.69392 4.88945 -1.22274
H 0.34045 3.01838 -1.68872
H 1.14755 4.08093 -2.86528
H -0.31792 5.88425 -2.42581
H -0.03611 5.68359 -0.70350
H -1.82372 3.51477 -1.95356
H -2.44556 5.21999 -1.97029
H -2.34023 5.55052 0.31942
H -1.17047 4.25943 0.60572
H -4.02280 3.65307 -0.41903
H -3.89475 4.13661 1.26728
H -3.83049 1.72971 1.35485
H -3.02958 1.59789 -0.20889
H -1.36557 2.89208 2.01736
H -2.29745 0.12861 2.33172
H -0.58784 1.04476 4.30517
H 1.02568 2.26685 3.14718
H 1.59602 0.63922 2.85119
H 1.00110 2.51174 0.99929
H 1.42396 0.97873 0.68013
H -0.65747 2.04595 -0.35459
H -0.79911 -0.83904 0.78943
H -1.90740 -0.16898 -0.41229
H -0.38962 -0.97596 -1.93474
H 0.52045 0.53553 -1.53684
H 1.25129 -1.28719 0.54961
H 2.27773 -0.72417 -0.77631
H 1.33132 -2.27976 -0.97343
C -2.92814 -3.57980 -3.85149
C -3.06403 -2.07288 -4.04997
C -3.76264 -1.67654 -5.36220
O -2.96341 -1.81643 -6.52309
C -2.85727 -3.14134 -7.01753
N -1.73499 -1.45656 -3.93861
H -2.11655 -4.00792 -4.43869
H -2.71110 -3.80337 -2.80509
H -3.85282 -4.09697 -4.11513
H -3.68347 -1.69558 -3.22965
H -4.00458 -0.61120 -5.30476
H -4.71480 -2.20620 -5.48514
H -3.78430 -3.70501 -6.88494
H -2.02415 -3.66411 -6.54349
H -2.63823 -3.08351 -8.08421
H -1.84261 -0.44507 -3.95842
H -1.23289 -1.66171 -4.79982
C 4.50265 -3.73023 6.05634
C 3.36650 -3.33626 5.11731
C 3.50933 -3.89694 3.69085
O 4.47567 -3.23904 2.88633
C 5.81791 -3.62294 3.13632
N 3.24007 -1.87469 5.11138
H 5.40447 -3.14104 5.89296
H 4.20521 -3.56849 7.09341
H 4.75732 -4.78652 5.94582
H 2.44532 -3.75486 5.53456
H 2.55531 -3.74737 3.17522
H 3.69168 -4.97819 3.70144
H 5.90172 -4.68288 3.38847
H 6.25296 -3.00950 3.92745
H 6.39387 -3.43758 2.22858
H 2.41350 -1.62303 4.57681
H 4.01055 -1.50792 4.55676
```

Values from the calculation:
Multiplicity = 1
Calculated total energy = -3812.64168 Ha
Net charge = +1
Orbital gap = 0.315 hartree
E_LUMO = -2.59 eV



Record 3
A cluster of 9 separate species, C22H52N2O7S7 in total in a non-equilibrium geometry, computed with ωB97M-V with the def2-TZVPD basis set.

```
90
Properties=species:S:1:pos:R:3
C 2.01336 -0.16112 0.00285
S 1.80304 -1.51995 1.28058
O 1.25159 -2.64040 0.37422
C 3.62908 -1.84564 1.53985
H 1.03855 0.24654 -0.26481
H 2.52581 -0.55392 -0.87533
H 2.49228 0.70726 0.45523
H 3.65954 -2.73530 2.16888
H 4.13491 -0.96796 1.94224
H 4.00836 -2.13546 0.55992
C -3.79262 -4.40412 -4.64852
S -3.19398 -2.61877 -4.40158
O -3.40285 -1.85255 -5.72457
C -4.44382 -2.10951 -3.15198
H -2.85595 -4.95756 -4.58171
H -4.16261 -4.41586 -5.67373
H -4.58553 -4.78777 -4.00650
H -4.27867 -2.55191 -2.16958
H -5.49130 -2.33324 -3.35406
H -4.25099 -1.07915 -2.85320
C 8.57017 2.33178 -2.38110
S 8.97270 2.05608 -4.17952
O 10.45844 2.41787 -4.23604
C 8.84179 0.24379 -3.94813
H 7.55452 1.97703 -2.20585
H 8.60818 3.41912 -2.31510
H 9.30258 1.77475 -1.79681
H 9.21319 -0.08982 -2.97918
H 9.50056 -0.21748 -4.68390
H 7.82675 -0.12241 -4.10206
C 2.15159 8.81568 -1.57671
S 2.84244 7.26730 -2.07752
O 3.78889 6.98702 -0.87707
C 3.89847 7.88677 -3.51047
H 1.64120 9.42841 -2.31978
H 2.96454 9.44361 -1.21214
H 1.71727 8.57842 -0.60554
H 4.63532 8.60001 -3.14108
H 3.27356 8.35974 -4.26802
H 4.48929 7.07856 -3.94155
C 2.23997 -12.40466 -1.33267
S 2.90637 -11.71120 0.21847
O 4.39410 -11.32820 0.05122
C 2.02102 -10.09085 0.32515
H 2.39544 -13.47474 -1.46999
H 2.88518 -11.96035 -2.09056
H 1.25144 -11.99766 -1.54545
H 2.34711 -9.38991 -0.44326
H 2.21826 -9.49551 1.21664
H 0.94218 -10.24602 0.33671
C -6.54637 6.97188 -6.15960
S -5.95414 6.69452 -4.45883
O -7.04873 6.14802 -3.57087
C -4.71744 5.31895 -4.73876
H -6.78247 6.00665 -6.60758
H -5.64899 7.46985 -6.52680
H -7.32722 7.72357 -6.27504
H -4.36698 5.12218 -3.72557
H -3.85985 5.48431 -5.39091
H -5.36673 4.54673 -5.15133
C 2.54926 4.23809 6.06039
S 3.38490 5.14212 7.43398
O 2.40117 5.24472 8.62147
C 4.66245 3.90859 7.74295
H 1.65838 4.81231 5.80602
H 2.28268 3.20645 6.29010
H 3.21445 4.20300 5.19761
H 5.59465 4.38981 8.03879
H 5.00012 3.32176 6.88871
H 4.37970 3.28504 8.59109
N -5.56055 -6.76130 5.83214
C -5.36034 -8.08322 5.58214
C -4.71452 -8.27856 4.38724
C -4.50886 -6.96477 3.92883
C -5.06433 -6.04937 4.76894
H -6.07846 -6.41719 6.62804
H -5.67543 -8.83150 6.29432
H -4.43387 -9.16108 3.83156
H -4.05728 -6.73654 2.97469
H -5.19549 -4.98106 4.67997
N -5.89717 3.46496 1.83505
C -6.83318 2.79760 2.56370
C -6.18376 2.09489 3.55432
C -4.80630 2.31321 3.43872
C -4.63685 3.16301 2.36651
H -6.15542 4.02539 1.03547
H -7.88937 2.83889 2.34198
H -6.64722 1.35531 4.19043
H -4.03108 1.84522 4.02730
H -3.73036 3.70717 2.14616
```

Values from the calculation:
Multiplicity = 1
Calculated total energy = -4292.56207 Ha
ΔE to the lowest compared entry with this formula, charge and spin = 3.875 eV
Orbital gap = 0.301 hartree
E_LUMO = -0.03 eV



Record 4
A structure of composition C22H52O20S3 in a non-equilibrium geometry, computed with ωB97M-V with the def2-TZVPD basis set.

```
97
Properties=species:S:1:pos:R:3
C 6.79309 -26.80145 0.29986
O 6.21023 -25.53604 0.26754
C 5.13607 -25.26430 -0.63501
C 3.72629 -25.45501 0.07930
O 3.62485 -26.87001 0.33436
C 2.45475 -27.43347 0.77790
H 7.57438 -26.93840 -0.52218
H 6.04319 -27.62731 0.27803
H 7.28941 -26.90843 1.27094
H 5.17150 -25.90370 -1.53876
H 5.35600 -24.24774 -0.81851
H 2.90358 -25.03435 -0.53325
H 3.50550 -24.98297 0.97810
H 2.62078 -28.47862 0.84073
H 1.57168 -27.41388 0.13249
H 2.29395 -26.85467 1.72470
C 9.24523 -19.50120 -8.70102
O 9.40307 -19.64765 -7.29820
C 8.35027 -19.01244 -6.60122
C 9.01741 -18.44038 -5.37753
O 9.28400 -19.38154 -4.39196
C 10.10182 -18.83427 -3.45411
H 10.13856 -19.91629 -9.11686
H 9.32891 -18.47806 -8.92374
H 8.33029 -19.95028 -9.21351
H 7.57705 -19.75872 -6.35478
H 8.00947 -18.17152 -7.22886
H 8.34874 -17.69087 -4.95222
H 9.96037 -17.83640 -5.62949
H 10.88701 -18.20725 -3.89246
H 10.46743 -19.69628 -2.85888
H 9.58793 -18.18763 -2.78184
C 14.80614 -23.30745 -6.53806
O 14.59638 -22.04419 -5.92513
C 14.09364 -22.16425 -4.55117
C 13.20575 -20.90210 -4.30779
O 11.87247 -21.09243 -4.62849
C 11.60272 -21.53946 -5.93390
H 15.02028 -23.07904 -7.56450
H 13.98153 -24.01095 -6.35467
H 15.74781 -23.68992 -6.05107
H 14.92049 -22.15814 -3.82903
H 13.44817 -23.08768 -4.52653
H 13.68096 -19.97654 -4.76509
H 13.21190 -20.68407 -3.19070
H 11.68096 -22.63202 -6.10266
H 12.27259 -20.98967 -6.62490
H 10.56210 -21.27526 -6.12721
C 6.30588 -20.10207 -3.94445
O 6.66746 -21.11870 -4.81142
C 7.63670 -22.03639 -4.18193
C 7.49967 -23.42155 -4.74004
O 6.38919 -24.13765 -4.18393
C 5.17338 -24.12918 -4.94647
H 5.47748 -19.60020 -4.46209
H 7.11034 -19.40118 -3.77353
H 6.03561 -20.40547 -2.94459
H 7.39775 -22.11731 -3.16922
H 8.73709 -21.78482 -4.33503
H 8.36295 -24.01383 -4.48279
H 7.38177 -23.45707 -5.82731
H 4.31637 -24.25686 -4.29665
H 5.04870 -24.88352 -5.69490
H 5.01934 -23.20465 -5.49699
C 11.54499 -23.45357 -2.01327
C 11.09090 -22.08695 -1.59386
O 10.22263 -22.26903 -0.49341
S 9.67023 -23.74446 -0.46495
O 8.52739 -23.97628 -1.34905
O 9.56151 -24.25388 0.85678
O 10.96375 -24.38573 -1.14370
H 12.59209 -23.63447 -1.96317
H 11.16766 -23.76971 -2.95141
H 10.65359 -21.74311 -2.53466
H 11.93478 -21.52880 -1.30849
C 6.35828 -21.26468 1.72317
C 6.10275 -21.94177 0.37651
O 6.64285 -20.89733 -0.56961
S 7.39838 -19.75075 0.21030
O 6.51762 -18.67691 0.43473
O 8.67498 -19.56815 -0.37451
O 7.54735 -20.51867 1.54684
H 6.46150 -22.01793 2.53164
H 5.53935 -20.60941 2.02524
H 5.02256 -22.03546 0.17209
H 6.71740 -22.83011 0.13104
C 9.75511 -27.21263 -1.94255
C 9.20454 -26.54585 -3.21579
O 10.36520 -25.82291 -3.76087
S 11.51490 -26.97097 -3.79654
O 12.74936 -26.22733 -3.72738
O 11.24096 -27.95054 -4.78091
O 11.12972 -27.59760 -2.35193
H 9.30962 -28.16098 -1.75750
H 9.84017 -26.45293 -1.14636
H 8.49301 -25.76159 -2.98982
H 8.84472 -27.23709 -3.98835
```

Values from the calculation:
Multiplicity = 1
Calculated total energy = -3568.46596 Ha
ΔE to the lowest compared entry with this formula, charge and spin = 0.000 eV
Orbital gap = 0.360 hartree
E_LUMO = 0.46 eV



Record 5
A cluster of 9 separate species, C22H54BN2O18 in total in a non-equilibrium geometry, computed with ωB97M-V with the def2-TZVPD basis set.

```
97
Properties=species:S:1:pos:R:3
O 16.40914 -11.99431 -9.68435
C 16.72173 -11.42050 -8.60019
O 17.34117 -11.89272 -7.57461
B 17.29181 -11.05744 -6.38676
O 16.75596 -9.76147 -6.99567
C 16.32499 -9.99951 -8.21935
O 15.84645 -9.17591 -9.00009
O 18.64141 -11.04910 -5.73902
C 18.58120 -11.72116 -4.59307
O 19.56734 -12.11872 -3.98632
C 17.16815 -11.97903 -4.31053
O 16.44221 -11.58284 -5.31935
O 16.83656 -12.55535 -3.25403
C 22.55105 -12.78021 -2.77491
O 23.71229 -12.67312 -1.97901
H 21.73698 -12.08618 -2.56581
H 22.79315 -12.69401 -3.83418
H 22.20635 -13.79026 -2.55340
H 24.42790 -12.31945 -2.51231
C 13.39228 -14.01159 -10.01549
O 12.59717 -14.49607 -11.01226
H 13.03897 -13.05123 -9.64001
H 13.42669 -14.80740 -9.27143
H 14.37833 -13.82259 -10.43987
H 11.76908 -14.69579 -10.56958
C 21.63867 -13.26879 -6.74431
O 20.86258 -13.90813 -5.69297
H 22.17367 -12.47541 -6.22239
H 22.31951 -13.86619 -7.35067
H 20.86771 -12.70350 -7.26793
H 20.29371 -13.31321 -5.19893
C 14.85960 -8.75323 -12.07862
O 13.98438 -7.65834 -11.73924
H 15.01714 -8.88869 -13.14863
H 15.88943 -8.70450 -11.72482
H 14.61070 -9.57948 -11.41269
H 13.97886 -7.45085 -10.80195
C 12.67229 -7.38863 -8.25553
O 13.87236 -6.79800 -8.89760
H 12.70298 -8.47819 -8.25215
H 12.57442 -6.94111 -7.26646
H 11.76697 -7.14156 -8.81001
H 14.52511 -7.10137 -8.26241
C 18.06172 -14.38149 -11.76046
O 17.89413 -14.42502 -10.36184
H 18.74739 -15.13016 -12.15724
H 17.08106 -14.55462 -12.20367
H 18.39047 -13.40742 -12.12268
H 17.34429 -13.70245 -10.05011
C 11.65847 -5.00482 0.57950
O 12.96487 -5.44496 0.31757
C 13.92655 -4.51762 0.89842
C 15.35305 -5.02575 0.54097
N 15.50416 -5.39530 -0.82216
C 16.81227 -5.91825 -1.17216
C 16.74889 -7.31115 -1.78124
O 15.72194 -8.20215 -1.22246
C 16.26468 -9.49814 -1.03705
H 11.37661 -4.91335 1.62844
H 11.02243 -5.72284 0.06177
H 11.33825 -4.13175 0.01089
H 13.75351 -4.18661 1.92242
H 13.77846 -3.56356 0.39249
H 15.56808 -5.80620 1.27087
H 16.14053 -4.33681 0.84649
H 14.88031 -6.15545 -1.05255
H 17.48657 -5.83201 -0.32011
H 17.08632 -5.29154 -2.02082
H 17.76921 -7.67234 -1.65251
H 16.62958 -7.29949 -2.86464
H 16.67661 -10.01750 -1.90232
H 15.59414 -10.16810 -0.49887
H 17.16089 -9.45224 -0.41834
C 21.06785 -21.46132 -5.21013
O 20.21231 -20.68546 -6.00239
C 19.65207 -19.72470 -5.10963
C 18.47117 -18.91441 -5.71597
N 18.69725 -18.14483 -6.98622
C 19.10871 -16.80654 -6.62703
C 18.05991 -15.79019 -6.01210
O 16.82315 -15.99068 -6.65537
C 15.68188 -15.10830 -6.22569
H 20.65454 -21.78287 -4.25416
H 21.86733 -20.87644 -4.75531
H 21.52502 -22.22816 -5.83547
H 20.33913 -18.94817 -4.77342
H 19.14173 -20.15776 -4.24934
H 18.17122 -18.41389 -4.79531
H 17.59416 -19.55647 -5.79786
H 17.77819 -17.90327 -7.32841
H 19.25094 -16.27166 -7.56606
H 20.13568 -16.84793 -6.26413
H 18.35676 -14.77620 -6.28006
H 18.00397 -15.94976 -4.93529
H 14.77699 -15.66184 -6.47642
H 15.71771 -14.13653 -6.71814
H 15.44107 -14.89447 -5.18436
```

Values from the calculation:
Multiplicity = 1
Calculated total energy = -2359.31860 Ha
ΔE to the lowest compared entry with this formula, charge and spin = 6.584 eV
Net charge = -1
Orbital gap = 0.329 hartree
E_LUMO = 2.05 eV